The following is a quantum chemistry calculation of a structure of composition C37H33NO2RhS2 at a distorted geometry, from the OMol25 dataset.

Computed properties:
multiplicity	5
net charge	-1
HOMO-LUMO gap (alpha / beta)	0.24989 / 0.24119	Ha
LUMO level (alpha / beta)	2.77 / 1.49	eV
strongest force on any atom	2.985	eV/Å
energy	-69168.0237	eV

Geometry as XYZ:
```
76
Properties=species:S:1:pos:R:3:lowdin_spin:R:1
Rh 0.95111 0.03802 -0.83827 2.349
O 0.25194 1.93918 -0.57454 0.163
C 0.35213 3.03945 0.21081 0.020
C 1.41957 2.86481 1.37308 0.002
C 1.00281 1.69710 2.23227 0.005
C 0.50829 1.85554 3.51238 0.001
C -0.03829 0.71800 4.14204 0.001
C 0.09433 -0.55011 3.52279 0.001
C 0.76843 -0.59673 2.30217 0.003
C 1.05372 -1.91928 1.71242 0.004
C -0.08006 -2.32706 0.74449 0.013
O -0.51178 -1.27883 0.00161 0.154
C -1.29335 -2.82606 1.57372 0.006
C -2.48138 -2.12784 1.42521 0.002
C -3.62172 -2.51653 2.11931 0.000
C -3.53654 -3.67797 2.90659 0.000
C -2.36491 -4.35287 3.03346 0.000
C -1.21553 -3.94908 2.33265 0.001
C 0.32966 -3.48270 -0.25502 0.003
C -0.44973 -3.62501 -1.44233 0.001
C -0.11758 -4.55286 -2.42343 0.002
C 1.03831 -5.36779 -2.17475 0.000
C 1.82670 -5.20356 -1.04823 0.000
C 1.44153 -4.28300 -0.08694 0.001
N 1.20223 0.49064 1.68277 0.043
C -1.09812 3.31449 0.79465 0.006
C -2.22894 2.94330 0.03071 0.000
C -3.48562 3.33145 0.43036 0.000
C -3.67919 4.16993 1.45826 0.000
C -2.59676 4.53094 2.29356 0.000
C -1.32553 4.07875 1.98492 0.001
C 0.64481 4.28066 -0.56840 0.005
C 0.61996 5.53511 0.04441 0.001
C 0.82025 6.63628 -0.76955 0.000
C 1.06956 6.48416 -2.12601 0.000
C 1.08447 5.18554 -2.73763 0.000
C 0.85747 4.09756 -1.90881 -0.001
H 1.59292 3.76534 1.96996 0.000
H 2.36272 2.67521 0.90874 0.000
H 0.38491 2.84177 3.93255 0.000
H -0.52937 0.79435 5.08909 0.000
H -0.24363 -1.45036 4.07927 0.000
H 1.18588 -2.69660 2.45382 0.000
H 2.00993 -1.92715 1.17490 0.003
H -2.42539 -1.28046 0.69235 0.000
H -4.56734 -1.90354 2.04362 0.000
H -4.42388 -4.09689 3.35087 0.000
H -2.40638 -5.16211 3.71242 0.000
H -0.34426 -4.60299 2.41677 0.000
H -1.18922 -2.86446 -1.69379 0.001
H -0.52351 -4.54758 -3.45656 0.000
H 1.33245 -6.09616 -2.91509 0.000
H 2.71549 -5.74160 -0.96796 0.000
H 2.12724 -4.00292 0.72661 0.000
H -2.19752 2.40229 -0.88843 0.000
H -4.36432 3.05465 -0.20897 0.000
H -4.68829 4.63256 1.60648 0.000
H -2.83760 5.15460 3.19107 0.000
H -0.39647 4.35497 2.56305 0.000
H 0.43699 5.73731 1.09065 0.000
H 0.80440 7.66271 -0.37748 0.000
H 1.25954 7.40193 -2.73562 0.000
H 1.27165 5.16460 -3.79402 0.000
H 0.89639 3.05039 -2.25225 0.001
C 0.97421 -2.34921 -4.90828 0.016
C 1.36027 -1.53592 -3.74863 0.160
S 0.30725 -0.28583 -3.30809 0.405
C 2.57473 -1.80937 -3.02412 0.242
C 3.48141 -2.92666 -3.53146 0.028
S 2.99497 -0.98306 -1.60801 0.324
H 0.12401 -1.91367 -5.43784 0.004
H 0.65600 -3.29913 -4.62815 0.005
H 1.82353 -2.48510 -5.58471 0.002
H 4.44918 -2.39410 -3.44230 0.009
H 3.25490 -3.14640 -4.58684 0.001
H 3.54395 -3.78508 -2.81433 0.008
```